(a)
Below is a 2-piece molecular cluster, C2H4O3S overall, with properties calculated with ωB97M-V/def2-TZVPD.

The geometry in ORCA input format:
```
! wB97M-V def2-TZVPD RIJCOSX def2/J DEFGRID3
* xyz 0 1
C -0.056 -0.693 -0.788
C 0.231 -0.271 0.650
O -1.479 1.527 -0.535
O -2.336 -0.476 0.595
O 1.558 1.465 0.257
S -1.257 0.273 0.052
H 0.556 -0.362 -1.571
H -0.112 -1.777 -0.888
H 0.720 -0.631 1.449
H 2.175 0.945 0.778
*
```

Its gap between HOMO and LUMO (spin up / spin down) is 8.816 / 9.142 eV. As for the highest occupied orbital energy (spin up / spin down): -10.668 / -11.018 eV. As for the molar mass: 108.1 g/mol.

---

(b)
Below is one molecule with the formula C2H4O3S, with properties calculated with ωB97M-V/def2-TZVPD.

The geometry in ORCA input format:
```
! wB97M-V def2-TZVPD RIJCOSX def2/J DEFGRID3
* xyz 0 1
O 0.680 -2.326 -1.056
O -1.666 0.688 -0.040
O 0.074 2.281 0.150
C 0.063 -1.621 -0.247
S -0.386 0.945 -0.738
C 0.640 -0.270 0.114
H -0.724 2.536 0.658
H -0.904 -1.952 0.188
H 1.688 -0.149 -0.214
H 0.535 -0.130 1.186
*
```

Its gap between HOMO and LUMO is 10.180 eV. As for the highest occupied orbital energy: -10.091 eV. As for the molar mass: 108.1 g/mol.

---

Least stable structure: (a)

---

(a)
Below is a 2-piece molecular cluster, C3H12N4O overall, with properties calculated with ωB97M-V/def2-TZVPD.

The geometry in ORCA input format:
```
! wB97M-V def2-TZVPD RIJCOSX def2/J DEFGRID3
* xyz 0 1
C 1.213 -1.962 -1.084
C 1.185 1.279 0.289
C 0.180 0.212 0.628
O 0.423 -0.834 -1.262
N 0.198 -0.514 1.677
H 1.089 -0.488 2.161
H 1.280 -2.252 -0.018
H 0.809 -2.832 -1.623
H 2.247 -1.810 -1.439
H 1.010 2.178 0.889
H 1.189 1.534 -0.767
H 2.176 0.897 0.532
N -1.221 0.253 -0.020
N -2.353 -0.102 0.781
N -1.535 1.386 -0.826
H -1.014 -0.615 -0.714
H -1.964 -0.619 1.573
H -2.728 0.766 1.161
H -0.924 1.314 -1.638
H -1.259 2.211 -0.298
*
```

Its gap between HOMO and LUMO is 8.845 eV. As for the highest occupied orbital energy: -8.208 eV. As for the molar mass: 120.2 g/mol.

---

(b)
Below is a 2-piece molecular cluster, C3H12N4O overall, with properties calculated with ωB97M-V/def2-TZVPD.

The geometry in ORCA input format:
```
! wB97M-V def2-TZVPD RIJCOSX def2/J DEFGRID3
* xyz 0 1
H -2.922 1.308 -0.037
N -2.335 0.802 0.626
C -1.564 -0.007 -0.001
N -1.578 -0.256 -1.334
N -0.708 -0.812 0.738
C -0.668 -2.252 0.520
H -0.645 -0.399 -1.710
H -2.104 0.420 -1.872
H -0.874 -0.595 1.720
H -0.357 -2.485 -0.501
H -1.651 -2.695 0.703
H 0.058 -2.703 1.202
C 1.925 1.945 0.376
N 1.385 0.776 -0.290
O 2.512 -0.082 -0.611
H 2.442 1.686 1.307
H 1.109 2.625 0.639
H 2.612 2.508 -0.270
H 0.714 0.144 0.363
H 2.648 0.071 -1.567
*
```

Its gap between HOMO and LUMO is 9.538 eV. As for the highest occupied orbital energy: -8.676 eV. As for the SMILES: [H]/N=C(\N)NC.CNO. As for the molar mass: 120.2 g/mol.

---

Least stable structure: (a)

---

(a)
Below is one molecule with the formula H4N2OS2, with properties calculated with ωB97M-V/def2-TZVPD.

The geometry in ORCA input format:
```
! wB97M-V def2-TZVPD RIJCOSX def2/J DEFGRID3
* xyz 0 1
N -1.308 1.164 0.487
S 0.142 1.970 0.730
O 1.054 1.261 -0.258
S 1.933 -0.631 0.120
N 0.837 -1.599 -0.483
H -1.575 0.397 1.060
H -1.958 1.261 -0.280
H 0.718 -1.814 -1.537
H 0.158 -2.008 0.161
*
```

Its gap between HOMO and LUMO (spin up / spin down) is 7.185 / 7.190 eV. As for the highest occupied orbital energy (spin up / spin down): -7.501 / -7.504 eV. As for the SMILES: NSOSN. As for the molar mass: 112.2 g/mol.

---

(b)
Below is a 2-piece molecular cluster, H4N2OS2 overall, with properties calculated with ωB97M-V/def2-TZVPD.

The geometry in ORCA input format:
```
! wB97M-V def2-TZVPD RIJCOSX def2/J DEFGRID3
* xyz 0 1
N -0.296 -1.754 -0.006
N 0.399 1.290 -0.461
O -0.384 0.084 1.931
S 0.470 -0.844 1.173
S -0.628 2.000 0.567
H 0.434 -2.181 -0.525
H -1.086 -1.366 -0.555
H -0.005 0.805 -1.405
H 1.097 1.967 -0.718
*
```

Its gap between HOMO and LUMO (spin up / spin down) is 7.546 / 7.554 eV. As for the highest occupied orbital energy (spin up / spin down): -7.691 / -7.709 eV. As for the molar mass: 112.2 g/mol.

---

Least stable structure: (b)

---

(a)
Below is one molecule with the formula C4H5BrOS, with properties calculated with ωB97M-V/def2-TZVPD.

The geometry in ORCA input format:
```
! wB97M-V def2-TZVPD RIJCOSX def2/J DEFGRID3
* xyz 0 1
C 1.309 -0.771 0.406
C 2.226 0.102 0.096
C -0.076 -0.203 0.255
C 0.046 1.081 -0.567
O 1.752 2.556 0.895
S 1.762 1.798 -0.345
Br 4.604 -0.414 -0.039
H 1.470 -1.781 0.741
H -0.722 -0.929 -0.247
H -0.495 0.001 1.244
H -0.039 0.884 -1.631
H -0.677 1.842 -0.283
*
```

Its gap between HOMO and LUMO is 8.496 eV. As for the highest occupied orbital energy: -9.789 eV. As for the molar mass: 181.1 g/mol.

---

(b)
Below is one molecule with the formula C4H5BrOS, with properties calculated with ωB97M-V/def2-TZVPD.

The geometry in ORCA input format:
```
! wB97M-V def2-TZVPD RIJCOSX def2/J DEFGRID3
* xyz 0 1
O 1.369 -1.596 2.212
C 1.305 -1.380 1.040
S 1.726 0.294 0.553
C 0.605 0.601 -0.763
C -0.755 1.207 -0.442
C -1.566 0.217 -0.093
Br -3.076 0.195 0.955
H 0.974 -1.940 0.026
H 0.332 -0.354 -1.222
H 1.139 1.308 -1.473
H -0.852 2.257 -0.716
H -1.200 -0.809 -0.078
*
```

Its gap between HOMO and LUMO is 9.712 eV. As for the highest occupied orbital energy: -9.477 eV. As for the SMILES: O=CSC/C=C/Br. As for the molar mass: 181.1 g/mol.

---

Least stable structure: (a)

---

(a)
Below is C34H31N6O6PtS as an isolated structure, with properties calculated with ωB97M-V/def2-TZVPD.

The geometry in ORCA input format:
```
! wB97M-V def2-TZVPD RIJCOSX def2/J DEFGRID3
* xyz 1 1
Pt -0.365 0.680 1.451
C -1.534 -2.239 2.212
C -2.477 -2.533 1.043
C -2.135 -2.110 -0.364
C -1.921 -3.051 -1.362
C -1.808 -2.617 -2.675
C -1.930 -1.265 -2.942
C -2.078 -0.394 -1.873
N -2.165 -0.798 -0.611
N -1.420 -0.799 2.657
C -2.799 -0.319 2.969
C -3.277 0.671 1.964
C -4.619 0.964 1.809
C -5.001 1.894 0.856
C -4.029 2.511 0.084
C -2.708 2.179 0.301
N -2.352 1.287 1.231
C -0.565 -0.711 3.872
C -0.550 0.740 4.281
C -0.388 1.189 5.571
C -0.375 2.560 5.805
C -0.530 3.437 4.747
C -0.688 2.922 3.475
N -0.723 1.607 3.265
H -0.522 -2.567 2.003
H -1.928 -2.788 3.074
H -3.468 -2.110 1.235
H -2.608 -3.616 1.067
H -1.864 -4.103 -1.117
H -1.636 -3.323 -3.476
H -1.881 -0.888 -3.952
H -2.098 0.678 -2.042
H -2.829 0.123 3.966
H -3.473 -1.172 2.997
H -5.354 0.459 2.422
H -6.047 2.131 0.715
H -4.283 3.232 -0.678
H -1.898 2.636 -0.255
H 0.431 -1.079 3.622
H -0.981 -1.332 4.670
H -0.263 0.480 6.378
H -0.242 2.936 6.811
H -0.502 4.507 4.888
H -0.788 3.553 2.603
O 3.056 1.809 0.862
S 1.963 2.014 1.742
O 1.441 0.596 2.286
O 0.636 2.318 0.940
O 2.083 2.924 2.836
O 1.042 -2.208 1.002
C 1.163 -1.470 0.038
N 1.914 -1.706 -1.062
C 2.018 -0.552 -1.940
C 1.011 0.395 -1.244
O 0.634 1.464 -1.663
N 0.571 -0.223 -0.103
C 1.631 -0.907 -3.377
C 2.196 -2.052 -3.932
C 1.938 -2.407 -5.246
C 1.117 -1.609 -6.032
C 0.562 -0.462 -5.490
C 0.817 -0.110 -4.170
C 3.417 0.067 -1.918
C 3.769 1.001 -2.889
C 5.036 1.558 -2.894
C 5.967 1.185 -1.934
C 5.615 0.269 -0.958
C 4.342 -0.282 -0.943
H 2.517 -2.510 -1.095
H 2.863 -2.672 -3.345
H 2.389 -3.299 -5.659
H 0.926 -1.875 -7.064
H -0.070 0.172 -6.098
H 0.400 0.802 -3.765
H 3.049 1.299 -3.640
H 5.298 2.281 -3.654
H 6.961 1.612 -1.945
H 6.327 -0.011 -0.192
H 4.075 -0.971 -0.152
*
```

Its gap between HOMO and LUMO is 6.941 eV. As for the highest occupied orbital energy: -10.639 eV. As for the molar mass: 846.8 g/mol.

---

(b)
Below is C34H31N6O6PtS as an isolated structure, with properties calculated with ωB97M-V/def2-TZVPD.

The geometry in ORCA input format:
```
! wB97M-V def2-TZVPD RIJCOSX def2/J DEFGRID3
* xyz 1 1
Pt 0.219 0.800 -1.251
C 2.685 -0.184 0.402
C 3.024 -1.143 -0.745
C 1.957 -1.902 -1.462
C 2.413 -2.780 -2.601
C 1.321 -3.520 -3.289
C 0.038 -3.406 -2.861
C -0.203 -2.540 -1.790
N 0.700 -1.816 -1.098
N 2.166 1.139 -0.019
C 1.640 1.922 1.106
C 0.578 2.956 0.729
C 0.451 4.114 1.479
C -0.566 5.006 1.177
C -1.424 4.730 0.124
C -1.238 3.561 -0.588
N -0.264 2.705 -0.280
C 3.153 1.861 -0.830
C 2.707 2.126 -2.241
C 3.639 2.463 -3.208
C 3.207 2.751 -4.488
C 1.849 2.727 -4.760
C 0.986 2.372 -3.750
N 1.396 2.077 -2.507
H 3.613 -0.039 0.971
H 1.950 -0.629 1.067
H 3.685 -1.914 -0.328
H 3.629 -0.678 -1.532
H 3.066 -3.553 -2.150
H 1.605 -4.141 -4.127
H -0.783 -3.920 -3.337
H -1.226 -2.399 -1.449
H 2.455 2.435 1.629
H 1.187 1.218 1.808
H 1.140 4.308 2.290
H -0.685 5.911 1.758
H -2.227 5.402 -0.142
H -1.883 3.273 -1.408
H 4.090 1.303 -0.869
H 3.390 2.812 -0.342
H 4.692 2.467 -2.962
H 3.920 2.970 -5.270
H 1.465 2.946 -5.746
H -0.083 2.320 -3.916
O 1.683 -2.069 -5.401
S 2.310 -1.105 -4.534
O 3.232 -2.091 -3.491
O 1.387 -0.493 -3.584
O 3.324 -0.261 -5.077
O -2.707 0.490 -1.304
C -2.324 0.078 -0.225
N -3.079 -0.420 0.782
C -2.272 -0.929 1.876
C -0.857 -0.580 1.356
O 0.154 -0.802 1.993
N -0.973 0.047 0.157
C -2.448 -2.437 2.019
C -3.515 -2.935 2.758
C -3.737 -4.302 2.839
C -2.889 -5.187 2.193
C -1.818 -4.698 1.459
C -1.601 -3.331 1.372
C -2.502 -0.175 3.180
C -1.860 -0.602 4.339
C -2.021 0.097 5.522
C -2.826 1.229 5.564
C -3.463 1.660 4.412
C -3.296 0.963 3.221
H -4.055 -0.622 0.653
H -4.175 -2.252 3.278
H -4.572 -4.676 3.417
H -3.055 -6.253 2.269
H -1.143 -5.386 0.965
H -0.746 -2.962 0.821
H -1.229 -1.481 4.310
H -1.519 -0.242 6.419
H -2.957 1.768 6.493
H -4.095 2.538 4.435
H -3.792 1.311 2.324
*
```

Its gap between HOMO and LUMO (spin up / spin down) is 5.321 / 5.441 eV. As for the highest occupied orbital energy (spin up / spin down): -10.590 / -10.682 eV. As for the molar mass: 846.8 g/mol.

---

Least stable structure: (b)

---

(a)
Below is a 3-piece molecular cluster, CH4N2O3S overall, with properties calculated with ωB97M-V/def2-TZVPD.

The geometry in ORCA input format:
```
! wB97M-V def2-TZVPD RIJCOSX def2/J DEFGRID3
* xyz 0 1
C 1.101 3.851 2.751
N 0.165 3.851 3.481
N -0.096 -3.723 -1.674
O 2.122 3.798 2.190
O 0.803 -0.929 -1.855
O -1.180 -1.544 -3.191
S -0.628 -1.220 -1.883
H -0.744 3.738 2.994
H 0.604 -3.349 -2.171
H 0.142 -3.764 -0.738
H -0.958 -3.229 -1.890
*
```

Its gap between HOMO and LUMO is 9.419 eV. As for the highest occupied orbital energy: -10.596 eV. As for the molar mass: 124.1 g/mol.

---

(b)
Below is a 2-piece molecular cluster, CH4N2O3S overall, with properties calculated with ωB97M-V/def2-TZVPD.

The geometry in ORCA input format:
```
! wB97M-V def2-TZVPD RIJCOSX def2/J DEFGRID3
* xyz 0 1
C 1.210 -0.853 0.259
N -2.727 -0.565 -0.063
N -2.241 -1.050 0.809
O -3.310 -0.025 -0.887
O -0.600 1.003 -0.195
O 1.764 1.624 -0.475
S 0.611 0.848 0.586
H 1.956 -0.634 -0.402
H 1.505 -1.275 1.172
H 0.391 -1.541 0.150
H 1.441 2.468 -0.954
*
```

Its gap between HOMO and LUMO is 10.354 eV. As for the highest occupied orbital energy: -9.728 eV. As for the molar mass: 124.1 g/mol.

---

Least stable structure: (b)